P.
Below is C2H5NSi as an isolated structure, with properties calculated with ωB97M-V with the def2-TZVPD basis set.

Output
LUMO in Ha: 0.0049

Atoms and positions in Å:
1 C -0.632 0.199 0.090
2 C 0.072 -1.095 0.223
3 N -1.889 0.394 -0.070
4 Si 1.121 0.503 0.102
5 H -0.005 -1.740 1.003
6 H -0.239 -1.676 -0.635
7 H -2.128 1.215 -0.571
8 H 1.740 1.545 -1.334
9 H 1.959 0.652 1.193

=====

Q.
Below is one molecule with the formula C2H5NSi, with properties calculated with ωB97M-V with the def2-TZVPD basis set.

Output
SMILES: [H]/N=C1/C[SiH2]1
LUMO in Ha: 0.0201

Atoms and positions in Å:
1 H 2.303 -1.261 0.317
2 N 1.951 -0.392 -0.003
3 C 0.719 -0.227 0.264
4 C -0.100 1.074 -0.068
5 Si -1.105 -0.520 -0.032
6 H -0.508 1.582 0.851
7 H 0.386 1.717 -0.799
8 H -1.423 -1.204 -1.350
9 H -2.222 -0.768 0.819

=====

Which of them is the least stable? Correct choice: P.

=====

P.
Below is C11H13NOS as an isolated structure, with properties calculated with ωB97M-V with the def2-TZVPD basis set.

Output
LUMO (spin up / spin down) in Ha: -0.0046 / -0.0046

Atoms and positions in Å:
1 C -3.545 -0.278 -0.447
2 C -3.730 1.206 -0.604
3 C -2.366 -0.737 -0.112
4 C -3.170 2.238 -0.050
5 C -0.001 -0.774 0.351
6 C -2.040 2.197 0.926
7 C -1.174 -0.053 0.363
8 C -1.003 1.281 0.856
9 C 2.889 -0.456 -1.199
10 C 2.930 -2.147 0.626
11 C 2.513 -0.758 0.275
12 N 1.261 -0.318 0.735
13 O 1.621 2.227 -0.189
14 S 1.299 1.437 0.988
15 H -4.502 -0.717 -0.604
16 H -4.534 1.327 -1.237
17 H -2.258 -1.768 0.136
18 H -3.564 3.305 -0.155
19 H -0.155 -1.731 -0.114
20 H -1.775 3.172 1.237
21 H 2.317 -1.042 -1.917
22 H 2.632 0.533 -1.348
23 H 3.969 -0.602 -1.576
24 H 3.720 -2.488 -0.047
25 H 2.112 -2.963 0.688
26 H 3.354 -2.055 1.629
27 H 3.201 -0.036 0.792

=====

Q.
Below is one molecule with the formula C11H13NOS, with properties calculated with ωB97M-V with the def2-TZVPD basis set.

Output
SMILES: Cc1cccc(OCCSC#N)c1C
LUMO in Ha: 0.0205

Atoms and positions in Å:
1 C -1.042 -0.677 4.337
2 C -1.381 0.113 3.087
3 C -2.534 0.972 2.935
4 C -2.758 1.554 1.688
5 C -1.876 1.398 0.620
6 C -0.826 0.605 0.771
7 O 0.377 0.626 -0.128
8 C 0.245 1.184 -1.384
9 C 1.424 0.770 -2.220
10 S 1.450 -1.117 -2.358
11 C 2.075 -1.520 -3.927
12 N 2.422 -1.856 -5.073
13 C -0.561 -0.044 1.898
14 C 0.780 -0.859 1.882
15 H -1.122 -1.653 3.785
16 H 0.015 -0.724 4.762
17 H -1.714 -0.532 5.165
18 H -3.134 1.370 3.840
19 H -3.474 2.253 1.385
20 H -2.058 1.896 -0.307
21 H 0.268 2.266 -1.289
22 H -0.525 0.709 -1.916
23 H 2.356 1.283 -1.696
24 H 1.388 1.392 -3.134
25 H 1.648 -0.342 1.612
26 H 0.825 -1.594 1.118
27 H 1.069 -1.435 2.814

=====

Which of them is the least stable? Correct choice: P.

=====

P.
Below is one molecule with the formula C24H32N2O5S, with properties calculated with ωB97M-V with the def2-TZVPD basis set.

Output
SMILES: COCCN(C(=O)Cc1cccs1)[C@H](C(=O)NC1CCCC1)c1ccc(OC)c(OC)c1
LUMO in Ha: 0.0258

Atoms and positions in Å:
1 C -2.416 -4.377 2.971
2 O -2.149 -4.421 1.589
3 C -1.231 -3.460 1.137
4 C -1.824 -2.035 1.085
5 N -0.937 -1.110 0.414
6 C -1.043 -0.751 -0.882
7 O -0.314 0.085 -1.393
8 C -2.137 -1.413 -1.707
9 C -3.472 -0.804 -1.418
10 C -3.797 0.189 -0.548
11 C -5.173 0.517 -0.565
12 C -5.877 -0.233 -1.447
13 S -4.876 -1.357 -2.281
14 C 0.105 -0.510 1.253
15 C -0.356 0.903 1.683
16 O -0.769 1.108 2.809
17 N -0.289 1.818 0.712
18 C -0.689 3.196 0.877
19 C 0.521 4.142 0.718
20 C 0.065 5.232 -0.251
21 C -0.896 4.494 -1.175
22 C -1.696 3.622 -0.210
23 C 1.476 -0.547 0.620
24 C 2.415 0.438 0.879
25 C 3.681 0.354 0.327
26 C 4.058 -0.704 -0.491
27 O 5.309 -0.813 -1.047
28 C 6.241 0.213 -0.819
29 C 3.115 -1.717 -0.747
30 O 3.289 -2.845 -1.492
31 C 4.445 -3.040 -2.275
32 C 1.851 -1.617 -0.175
33 H -2.982 -3.483 3.253
34 H -1.488 -4.411 3.554
35 H -3.013 -5.260 3.191
36 H -0.324 -3.466 1.760
37 H -0.958 -3.777 0.127
38 H -1.993 -1.661 2.098
39 H -2.791 -2.075 0.584
40 H -2.162 -2.493 -1.548
41 H -1.883 -1.235 -2.756
42 H -3.085 0.675 0.096
43 H -5.609 1.278 0.056
44 H -6.925 -0.203 -1.668
45 H 0.146 -1.101 2.175
46 H 0.011 1.511 -0.210
47 H -1.125 3.266 1.877
48 H 1.348 3.581 0.280
49 H 0.851 4.545 1.674
50 H -0.469 6.016 0.288
51 H 0.899 5.687 -0.784
52 H -0.337 3.865 -1.869
53 H -1.530 5.166 -1.751
54 H -2.501 4.204 0.240
55 H -2.135 2.757 -0.705
56 H 2.175 1.271 1.521
57 H 4.388 1.138 0.549
58 H 7.133 -0.079 -1.372
59 H 6.490 0.306 0.243
60 H 5.883 1.177 -1.196
61 H 5.340 -3.146 -1.659
62 H 4.264 -3.968 -2.818
63 H 4.591 -2.225 -2.987
64 H 1.160 -2.417 -0.390

=====

Q.
Below is one molecule with the formula C24H32N2O5S, with properties calculated with ωB97M-V with the def2-TZVPD basis set.

Output
SMILES: COc1ccc(N(CC(=O)NC2CCCCCC2)S(=O)(=O)c2ccc(C)cc2)cc1OC
LUMO in Ha: 0.0197

Atoms and positions in Å:
1 C -6.881 -1.424 -1.637
2 O -6.184 -0.887 -0.542
3 C -4.821 -0.906 -0.573
4 C -4.051 -1.392 -1.613
5 C -2.663 -1.382 -1.548
6 C -2.031 -0.847 -0.441
7 N -0.635 -0.769 -0.292
8 C 0.223 -0.894 -1.442
9 C 1.549 -0.144 -1.270
10 O 2.549 -0.487 -1.872
11 N 1.470 0.927 -0.474
12 C 2.574 1.847 -0.296
13 C 2.572 2.919 -1.398
14 C 1.296 3.749 -1.499
15 C 0.922 4.506 -0.224
16 C 0.285 3.609 0.838
17 C 1.268 2.849 1.737
18 C 2.610 2.448 1.112
19 S -0.064 -1.346 1.210
20 O -1.003 -2.300 1.719
21 O 0.197 -0.191 2.026
22 C 1.473 -2.165 0.832
23 C 1.431 -3.405 0.224
24 C 2.617 -4.032 -0.112
25 C 3.840 -3.430 0.163
26 C 5.122 -4.083 -0.245
27 C 3.856 -2.196 0.808
28 C 2.675 -1.561 1.143
29 C -2.795 -0.336 0.610
30 C -4.175 -0.380 0.570
31 O -4.991 0.064 1.560
32 C -4.398 0.495 2.762
33 H -7.937 -1.315 -1.395
34 H -6.652 -2.486 -1.781
35 H -6.665 -0.879 -2.562
36 H -4.519 -1.807 -2.492
37 H -2.098 -1.798 -2.367
38 H 0.450 -1.934 -1.715
39 H -0.283 -0.427 -2.294
40 H 0.622 1.089 0.046
41 H 3.487 1.255 -0.445
42 H 3.425 3.581 -1.229
43 H 2.732 2.412 -2.352
44 H 0.464 3.101 -1.785
45 H 1.436 4.471 -2.308
46 H 0.199 5.278 -0.495
47 H 1.799 5.011 0.183
48 H -0.388 2.910 0.334
49 H -0.343 4.225 1.487
50 H 1.505 3.471 2.603
51 H 0.773 1.953 2.117
52 H 3.271 3.316 1.073
53 H 3.072 1.730 1.793
54 H 0.473 -3.864 0.032
55 H 2.594 -4.997 -0.597
56 H 5.461 -3.654 -1.187
57 H 5.899 -3.913 0.498
58 H 4.991 -5.153 -0.385
59 H 4.801 -1.728 1.038
60 H 2.662 -0.606 1.643
61 H -2.272 0.067 1.460
62 H -5.227 0.706 3.436
63 H -3.759 -0.280 3.194
64 H -3.810 1.407 2.615

=====

Which of them is the least stable? Correct choice: P.

=====

P.
Below is C3H3N5 as an isolated structure, with properties calculated with ωB97M-V with the def2-TZVPD basis set.

Output
LUMO in Ha: -0.0545

Atoms and positions in Å:
1 C -0.922 0.364 0.611
2 C 0.416 -1.501 -0.099
3 C 1.624 0.258 -0.619
4 H -2.188 1.942 1.344
5 H 0.180 -2.547 -0.087
6 H 2.545 0.864 -0.702
7 N -1.505 0.854 1.554
8 N -0.717 -1.062 0.435
9 N 1.610 -0.920 -0.126
10 N 0.437 0.886 -1.111
11 N -0.859 0.959 -0.739

=====

Q.
Below is one molecule with the formula C3H3N5, with properties calculated with ωB97M-V with the def2-TZVPD basis set.

Output
SMILES: [H]/N=c1/nccnnn1
LUMO in Ha: -0.0393

Atoms and positions in Å:
1 H 2.420 -0.453 1.156
2 N 1.865 0.271 0.874
3 C 1.199 0.131 -0.171
4 N 0.360 1.119 -0.608
5 C -0.824 1.154 -0.347
6 C -1.391 -0.116 0.308
7 N -0.871 -1.359 0.494
8 N 0.059 -1.659 -0.526
9 N 1.092 -1.028 -1.049
10 H -1.527 1.883 -0.819
11 H -2.382 0.055 0.689

=====

Which of them is the least stable? Correct choice: P.

=====

P.
Below is C2H5NP2 as an isolated structure, with properties calculated with ωB97M-V with the def2-TZVPD basis set.

Output
Multiplicity: 3
LUMO (spin up / spin down) in Ha: 0.0130 / -0.0870

Atoms and positions in Å:
1 C 0.692 1.127 0.036
2 C -1.215 -0.960 -0.108
3 N 1.224 0.432 -1.016
4 P 0.847 -1.003 -1.458
5 P -0.571 0.193 1.076
6 H 1.413 1.280 0.824
7 H 0.297 2.057 -0.254
8 H -1.805 -0.591 -0.975
9 H -1.499 -1.941 0.459
10 H 0.617 -0.593 1.416

=====

Q.
Below is C2H5NP2 as an isolated structure, with properties calculated with ωB97M-V with the def2-TZVPD basis set.

Output
Multiplicity: 3
LUMO (spin up / spin down) in Ha: -0.0205 / -0.1201

Atoms and positions in Å:
1 C -0.407 -1.263 0.193
2 C 0.647 1.482 0.145
3 N 1.002 -1.263 0.098
4 P 1.811 0.056 -0.028
5 P -1.443 0.208 -0.109
6 H -0.903 -1.924 -0.426
7 H -0.680 -1.667 1.120
8 H 0.582 1.787 1.101
9 H 0.461 2.276 -0.706
10 H -1.071 0.309 -1.389

=====

Which of them is the least stable? Correct choice: Q.

=====

P.
Below is C21H35AsIrN4O3S2Si3 as an isolated structure, with properties calculated with ωB97M-V with the def2-TZVPD basis set.

Output
Charge: -1
LUMO in Ha: 0.0763

Atoms and positions in Å:
1 Ir -0.127 -1.060 -1.233
2 N -1.897 -1.430 -2.330
3 C -2.750 -2.347 -1.525
4 C -1.950 -3.220 -0.542
5 O -2.471 -4.236 -0.069
6 N -0.766 -2.705 -0.275
7 C 0.238 -3.333 0.549
8 C 1.499 -2.448 0.629
9 O 2.483 -2.845 1.219
10 O 1.418 -1.244 0.101
11 H -2.443 -0.659 -2.697
12 H -1.506 -1.915 -3.137
13 H -3.354 -2.990 -2.165
14 H -3.425 -1.737 -0.924
15 H 0.540 -4.304 0.150
16 H -0.121 -3.508 1.568
17 S 0.926 0.576 -2.662
18 C 2.415 -0.307 -2.929
19 C 3.607 0.369 -3.154
20 C 4.795 -0.321 -3.381
21 C 6.005 0.421 -3.593
22 N 6.960 1.040 -3.760
23 C 4.793 -1.720 -3.384
24 C 3.599 -2.403 -3.166
25 C 2.414 -1.719 -2.947
26 S 0.904 -2.589 -2.711
27 C 6.000 -2.459 -3.619
28 N 6.959 -3.058 -3.825
29 H 3.614 1.451 -3.148
30 H 3.600 -3.485 -3.158
31 C -2.658 3.675 0.997
32 Si -2.205 2.293 -0.189
33 C -1.377 3.054 -1.684
34 C -3.809 1.463 -0.712
35 As -0.789 0.547 0.547
36 Si 1.171 1.577 1.452
37 C 2.022 0.531 2.744
38 C 0.654 3.202 2.251
39 C 2.369 1.959 0.086
40 Si -1.901 -0.330 2.469
41 C -2.573 1.092 3.501
42 C -3.376 -1.380 2.016
43 C -0.718 -1.337 3.512
44 H -3.294 4.377 0.449
45 H -1.785 4.221 1.353
46 H -3.213 3.325 1.866
47 H -2.113 3.557 -2.317
48 H -0.864 2.300 -2.281
49 H -0.629 3.793 -1.385
50 H -4.431 2.152 -1.289
51 H -4.388 1.126 0.151
52 H -3.603 0.589 -1.331
53 H 1.523 0.570 3.713
54 H 3.031 0.936 2.869
55 H 2.120 -0.506 2.427
56 H -0.194 3.104 2.930
57 H 0.402 3.949 1.496
58 H 1.501 3.585 2.828
59 H 2.717 1.030 -0.367
60 H 3.228 2.492 0.507
61 H 1.926 2.561 -0.708
62 H -3.450 1.534 3.026
63 H -1.841 1.883 3.666
64 H -2.882 0.711 4.479
65 H -4.060 -0.854 1.347
66 H -3.926 -1.615 2.933
67 H -3.098 -2.325 1.554
68 H -0.195 -0.713 4.237
69 H 0.035 -1.852 2.915
70 H -1.286 -2.094 4.060

=====

Q.
Below is C21H35AsIrN4O3S2Si3 as an isolated structure, with properties calculated with ωB97M-V with the def2-TZVPD basis set.

Output
Charge: -1
LUMO in Ha: 0.0747

Atoms and positions in Å:
1 Ir 1.870 -2.341 -1.234
2 N 2.203 -0.254 -1.380
3 C 1.614 0.145 -2.677
4 C 1.979 -0.902 -3.716
5 O 2.271 -0.583 -4.863
6 N 1.962 -2.153 -3.214
7 C 2.874 -3.124 -3.796
8 C 4.096 -3.129 -2.881
9 O 5.194 -3.505 -3.232
10 O 3.831 -2.655 -1.682
11 H 1.749 0.241 -0.616
12 H 3.203 -0.073 -1.350
13 H 1.950 1.126 -3.012
14 H 0.532 0.157 -2.535
15 H 3.152 -2.847 -4.810
16 H 2.418 -4.117 -3.806
17 S 1.466 -4.642 -1.160
18 C 1.046 -4.764 0.528
19 C 1.253 -5.935 1.251
20 C 0.914 -6.023 2.597
21 C 1.154 -7.247 3.308
22 N 1.354 -8.229 3.872
23 C 0.356 -4.914 3.246
24 C 0.144 -3.741 2.525
25 C 0.481 -3.653 1.184
26 S 0.126 -2.146 0.311
27 C 0.001 -4.959 4.635
28 N -0.289 -4.967 5.748
29 H 1.700 -6.787 0.758
30 H -0.294 -2.885 3.023
31 C -4.038 2.344 0.508
32 Si -2.838 0.950 0.133
33 C -3.332 0.148 -1.485
34 C -2.942 -0.303 1.517
35 As -0.572 1.557 -0.107
36 Si -0.595 3.505 -1.432
37 C 1.073 4.358 -1.339
38 C -1.929 4.769 -1.039
39 C -0.857 2.935 -3.199
40 Si 0.012 2.242 2.068
41 C -1.328 3.191 2.979
42 C 0.417 0.689 3.035
43 C 1.553 3.320 2.000
44 H -5.026 1.900 0.667
45 H -4.122 3.051 -0.316
46 H -3.771 2.899 1.408
47 H -4.289 -0.369 -1.373
48 H -2.585 -0.586 -1.794
49 H -3.442 0.885 -2.283
50 H -3.990 -0.548 1.709
51 H -2.510 0.070 2.448
52 H -2.412 -1.217 1.246
53 H 1.308 4.730 -0.343
54 H 1.056 5.213 -2.022
55 H 1.880 3.695 -1.658
56 H -2.023 4.966 0.031
57 H -2.901 4.442 -1.409
58 H -1.685 5.712 -1.537
59 H -0.106 2.211 -3.511
60 H -0.801 3.788 -3.881
61 H -1.838 2.471 -3.323
62 H -2.223 2.583 3.118
63 H -1.612 4.103 2.450
64 H -0.963 3.475 3.970
65 H -0.482 0.225 3.445
66 H 1.074 0.939 3.872
67 H 0.909 -0.062 2.414
68 H 1.298 4.378 1.915
69 H 2.210 3.062 1.169
70 H 2.117 3.187 2.927

=====

Which of them is the least stable? Correct choice: Q.

=====

P.
Below is a 2-piece molecular cluster, C5H15N2O2 overall, with properties calculated with ωB97M-V with the def2-TZVPD basis set.

Output
Charge: +1
LUMO in Ha: -0.1074

Atoms and positions in Å:
1 C 2.260 -0.835 0.919
2 O 2.405 -2.249 0.930
3 C 0.864 -0.337 0.524
4 C -0.211 -1.435 0.479
5 C -1.591 -0.810 0.382
6 C -2.794 0.760 -0.861
7 N -1.686 0.220 -0.641
8 N 1.017 0.272 -0.865
9 H 3.001 -0.526 0.183
10 H 2.709 -0.423 1.822
11 H 1.685 -2.687 1.389
12 H 0.503 0.447 1.168
13 H -0.068 -2.115 -0.360
14 H -0.131 -1.859 1.483
15 H -2.348 -1.594 0.263
16 H -1.861 -0.347 1.341
17 H -2.854 1.474 -1.677
18 H -3.739 0.610 -0.355
19 H 1.397 1.215 -0.835
20 H 1.484 -0.399 -1.463
21 H 0.045 0.396 -1.250
22 H -0.527 3.806 -1.338
23 H 0.590 3.372 -0.355
24 O -0.148 3.044 -0.880

=====

Q.
Below is a 2-piece molecular cluster, C5H15N2O2 overall, with properties calculated with ωB97M-V with the def2-TZVPD basis set.

Output
Charge: +1
LUMO in Ha: -0.1013

Atoms and positions in Å:
1 C -0.341 -1.500 -1.664
2 O 0.621 -1.210 -2.653
3 C 0.138 -1.143 -0.245
4 C -1.081 -0.900 0.673
5 C -1.022 0.372 1.524
6 C -2.181 2.366 1.131
7 N -1.280 1.566 0.767
8 N 0.848 0.160 -0.448
9 H -0.751 -2.513 -1.704
10 H -1.245 -0.931 -1.904
11 H 1.201 -1.966 -2.792
12 H 0.827 -1.891 0.133
13 H -1.996 -0.986 0.089
14 H -1.152 -1.687 1.428
15 H -1.578 0.300 2.468
16 H -0.001 0.392 1.930
17 H -2.273 3.340 0.661
18 H -2.818 2.190 2.006
19 H 0.179 0.866 -0.786
20 H 1.350 0.552 0.344
21 H 1.433 0.065 -1.286
22 H 4.177 0.398 0.543
23 H 3.579 1.507 -0.313
24 O 3.364 0.654 0.098

=====

Which of them is the least stable? Correct choice: P.

=====

P.
Below is a 2-piece molecular cluster, CH2F3N2 overall, with properties calculated with ωB97M-V with the def2-TZVPD basis set.

Output
Charge: +1
LUMO (spin up / spin down) in Ha: -0.2757 / -0.2373

Atoms and positions in Å:
1 C -1.236 -0.547 0.304
2 N -0.154 0.086 0.140
3 N -1.421 -2.856 0.358
4 F -2.242 -0.029 0.842
5 F -2.403 -2.969 -0.473
6 F -1.811 -3.280 1.542
7 H 0.634 -0.394 -0.230
8 H -0.100 1.030 0.374

=====

Q.
Below is a 2-piece molecular cluster, CH2F3N2 overall, with properties calculated with ωB97M-V with the def2-TZVPD basis set.

Output
Charge: +1
LUMO (spin up / spin down) in Ha: -0.4140 / -0.4005

Atoms and positions in Å:
1 C 0.027 -0.396 0.364
2 N -0.843 0.586 0.032
3 N 0.671 -1.272 -0.512
4 F 0.208 -0.708 1.559
5 F 1.868 0.871 0.500
6 F 0.525 -1.004 -1.764
7 H -1.169 0.954 -0.970
8 H -1.288 0.969 0.791

=====

Which of them is the least stable? Correct choice: Q.